Record 1
{
  "formula": "C4H11O4",
  "method": "the ωB97M-V functional and the def2-TZVPD basis",
  "species": ["O", "C", "O", "C", "C", "C", "H", "H", "H", "H", "H", "H", "H", "H", "H", "O", "H", "H", "O"],
  "coordinates": [[0.1780, 1.1453, 1.9735], [0.9651, 0.8310, 1.0483], [2.1587, 1.1874, 0.8954], [0.4107, -0.0349, -0.1147], [0.5399, 0.7081, -1.4767], [-0.0407, -0.1450, -2.6011], [-0.6554, -0.1858, 0.0330], [0.9133, -1.0081, -0.1469], [1.5889, 0.9825, -1.5373], [-0.0617, 1.6149, -1.3752], [0.5959, -1.0058, -2.8089], [-1.0204, -0.5602, -2.3469], [-0.2242, 0.5061, -3.4620], [0.0195, -2.7574, -0.7512], [-1.3170, -3.3142, -0.3424], [-0.4463, -3.5950, -0.6662], [-2.6375, 1.0577, 0.7031], [-1.9731, 0.9353, 1.9928], [-2.8458, 0.7552, 1.5908]],
  "gap_ev": 7.9767,
  "charge": -1,
  "mol_weight_g_mol": 123.128,
  "de_lowest_kcal_mol": 3.8
}



Record 2
{
  "formula": "C4H11N3O2",
  "method": "the ωB97M-V functional and the def2-TZVPD basis",
  "species": ["C", "C", "N", "N", "N", "H", "H", "H", "H", "H", "H", "H", "H", "C", "C", "O", "O", "H", "H", "H"],
  "coordinates": [[-0.4561, -1.5906, -2.1253], [1.4180, -1.4530, -0.7747], [2.3671, -1.3791, -1.6695], [0.1891, -1.9350, -0.9424], [1.8417, -1.1638, 0.5938], [2.1399, -1.5160, -2.6342], [-2.6072, 1.1736, 2.5713], [-0.4658, -1.9446, -0.0787], [1.3444, -0.1550, 0.5848], [2.8867, -1.0866, 0.4866], [-1.0245, -2.3199, -2.6565], [0.1975, -1.3760, -2.9560], [-1.2785, -0.6828, -2.0344], [-0.7499, 1.7117, -0.0877], [-1.1200, 1.8517, 1.4345], [-2.4604, 1.4271, 1.6022], [-0.5373, 2.4087, 2.3512], [0.2592, 1.5724, -0.4404], [-1.2236, 2.7396, -0.4087], [-1.5845, 1.1352, -0.6143]],
  "gap_ev": 9.4406,
  "mol_weight_g_mol": 133.151,
  "de_lowest_kcal_mol": 66.8
}



Record 3
{
  "formula": "C7H12N3",
  "method": "the ωB97M-V functional and the def2-TZVPD basis",
  "species": ["C", "C", "C", "C", "C", "C", "C", "N", "N", "N", "H", "H", "H", "H", "H", "H", "H", "H", "H", "H", "H", "H"],
  "coordinates": [[-0.5256, 1.2407, 0.7739], [-1.4104, 0.6608, 1.6449], [-0.4331, 0.3918, -0.3566], [-1.2638, -0.6915, -0.1043], [0.3364, 0.6613, -1.5973], [1.8642, 0.8981, -1.3328], [2.4522, -0.3656, -0.9126], [-1.8492, -0.5001, 1.0948], [-2.7197, -1.4093, 1.6725], [2.0628, -0.9454, 0.1747], [-0.0300, 2.1811, 0.9095], [-1.7424, 0.9918, 2.6074], [0.2033, -0.1579, -2.3048], [-0.0277, 1.5766, -2.0646], [2.3390, 1.2731, -2.2368], [1.9350, 1.6560, -0.5492], [-1.4898, -1.5481, -0.7069], [-2.9854, -1.1004, 2.6033], [-3.5524, -1.5435, 1.1016], [2.3840, -1.8691, 0.4389], [3.1686, -0.8739, -1.5475], [1.2841, -0.5265, 0.6919]],
  "gap_ev": 7.5503,
  "charge": 1,
  "mol_weight_g_mol": 138.194,
  "de_lowest_kcal_mol": 51.3
}



Record 4
{
  "formula": "C5H25NO9",
  "method": "the ωB97M-V functional and the def2-TZVPD basis",
  "species": ["C", "C", "N", "C", "C", "C", "O", "O", "H", "H", "H", "H", "H", "H", "H", "H", "H", "H", "H", "H", "H", "O", "H", "H", "O", "H", "H", "O", "H", "H", "O", "H", "H", "O", "H", "H", "O", "H", "H", "O"],
  "coordinates": [[0.4608, 1.1026, 1.7685], [0.6125, 0.8953, 0.2805], [-0.4193, 0.7283, -0.5355], [-1.1423, 1.7882, -2.5595], [-0.4689, 0.5312, -1.9733], [-1.3020, -0.6854, -2.3777], [-0.7812, -1.7897, -1.6617], [1.7680, 1.0458, -0.1961], [-0.4126, 1.7471, 1.9122], [1.2831, 1.7623, 2.0470], [0.5324, 0.2164, 2.3914], [-1.3151, 0.8012, -0.0819], [-0.4120, 2.5492, -2.8376], [-1.8191, 2.2931, -1.8686], [-1.7081, 1.6093, -3.4728], [0.5541, 0.4181, -2.3235], [-1.1561, -0.8694, -3.4361], [-2.3438, -0.4940, -2.1055], [-1.1486, -2.0205, -0.7955], [2.1188, -1.3037, -0.1885], [0.7647, -2.0407, -0.5515], [1.5801, -2.0886, -0.0368], [2.9464, 2.8418, -2.4168], [1.8643, 2.5845, -1.4031], [2.0000, 2.6839, -2.3609], [3.0853, 0.7873, 1.0372], [4.5915, 1.0865, 0.6964], [3.9844, 0.8928, 1.4014], [-1.9024, -0.3416, 2.7662], [-1.1125, -1.4837, 3.3781], [-1.8848, -1.3032, 2.8317], [-3.7913, 0.7487, 0.8352], [-3.2243, 2.0354, 1.4972], [-2.9816, 1.2029, 1.0855], [0.7892, -2.8121, 2.9150], [1.2414, -1.9295, 1.6841], [0.7147, -1.9520, 2.4995], [-1.9349, -1.7796, 1.0462], [-2.5212, -2.7855, 0.1467], [-1.7544, -2.1962, 0.1686]],
  "gap_ev": 9.1678,
  "mol_weight_g_mol": 243.253,
  "de_lowest_kcal_mol": 37.5
}



Record 5
{
  "formula": "C19H35N5OSTl",
  "method": "the ωB97M-V functional and the def2-TZVPD basis",
  "species": ["Tl", "C", "C", "C", "C", "C", "C", "C", "C", "C", "C", "H", "H", "H", "H", "H", "H", "H", "H", "H", "H", "H", "H", "H", "H", "H", "N", "N", "C", "N", "S", "H", "H", "H", "H", "H", "C", "C", "N", "C", "C", "N", "H", "H", "H", "H", "H", "H", "C", "C", "C", "C", "O", "H", "H", "H", "H", "H", "H", "H", "H", "H"],
  "coordinates": [[-0.6154, -0.4532, -1.0897], [-3.1314, -1.3883, -0.2610], [-2.5358, -2.6276, -0.6001], [-1.5947, -2.9470, 0.4010], [-1.5896, -1.9086, 1.3548], [-2.5418, -0.9408, 0.9479], [-2.9942, 0.2720, 1.7103], [-0.7336, -1.8565, 2.5898], [-0.7392, -4.1817, 0.4195], [-2.8370, -3.4875, -1.7947], [-4.2408, -0.6777, -0.9883], [-3.2278, 1.1030, 1.0379], [-2.2357, 0.6272, 2.4104], [-3.9002, 0.0719, 2.2970], [0.3214, -2.0510, 2.3686], [-1.0426, -2.5919, 3.3422], [-0.7831, -0.8730, 3.0620], [-0.1735, -4.3111, -0.5109], [-1.3327, -5.0943, 0.5512], [-0.0173, -4.1473, 1.2394], [-1.9230, -3.7995, -2.3107], [-3.4521, -2.9592, -2.5251], [-3.3714, -4.4045, -1.5173], [-5.0774, -0.4541, -0.3172], [-4.6354, -1.2893, -1.8014], [-3.9195, 0.2723, -1.4291], [-0.9066, 2.2143, -0.7861], [-1.0144, 3.1192, -1.8501], [-1.0054, 2.8124, -3.1313], [-0.8486, 3.9249, -3.9749], [-1.1942, 1.2802, -3.7942], [-1.7205, 2.3941, -0.1973], [0.6014, 2.5295, -0.1395], [-0.8957, 4.1048, -1.6414], [-0.1152, 4.5553, -3.6805], [-0.7131, 3.6183, -4.9256], [2.6507, -2.5111, -0.2116], [3.2215, -1.3388, -0.9323], [2.6836, -0.7216, -1.9530], [3.5364, 0.3103, -2.2679], [4.6136, 0.3070, -1.4373], [4.4037, -0.7567, -0.5842], [1.5894, -2.5884, -0.4403], [2.7572, -2.3973, 0.8695], [3.1391, -3.4413, -0.5110], [3.3073, 1.0024, -3.0612], [5.4637, 0.9598, -1.3477], [4.9759, -1.0156, 0.1986], [2.7041, 3.2823, 2.1650], [1.6498, 2.3643, 1.5503], [0.3152, 2.5406, 2.2755], [2.1018, 0.9062, 1.6721], [1.5419, 2.7133, 0.1895], [2.8845, 3.0331, 3.2140], [2.3757, 4.3215, 2.0985], [3.6403, 3.1849, 1.6108], [0.4250, 2.3146, 3.3397], [-0.4373, 1.8723, 1.8549], [-0.0435, 3.5673, 2.1697], [2.2396, 0.6125, 2.7173], [3.0418, 0.7780, 1.1330], [1.3554, 0.2453, 1.2228]],
  "gap_ev": 6.2183,
  "charge": -1,
  "mol_weight_g_mol": 585.973,
  "de_lowest_kcal_mol": 5.7
}



Record 6
{
  "formula": "C22H35NO2P2S2V",
  "method": "the ωB97M-V functional and the def2-TZVPD basis",
  "species": ["P", "P", "C", "C", "H", "H", "H", "H", "C", "H", "H", "H", "C", "H", "H", "H", "C", "H", "H", "H", "C", "H", "H", "H", "V", "C", "C", "C", "C", "C", "C", "C", "C", "C", "H", "H", "H", "H", "H", "H", "H", "H", "H", "H", "H", "H", "H", "H", "H", "O", "S", "O", "N", "C", "S", "C", "C", "C", "C", "C", "C", "H", "H", "H", "H"],
  "coordinates": [[0.1594, -1.8093, -4.1202], [-0.5460, 1.5003, -5.1425], [-0.4721, -1.2398, -5.7671], [-0.0004, 0.1496, -6.2132], [-1.5692, -1.3181, -5.7197], [-0.1350, -1.9867, -6.5060], [1.0962, 0.2024, -6.2916], [-0.3917, 0.3946, -7.2119], [-2.1121, 2.1653, -5.7273], [-2.5257, 2.8631, -4.9858], [-2.8300, 1.3511, -5.8971], [-1.9345, 2.7022, -6.6672], [0.6808, 2.8194, -5.2873], [0.3313, 3.4903, -6.0836], [1.6561, 2.4192, -5.5881], [0.8047, 3.4086, -4.3713], [-1.0031, -3.2906, -3.9493], [-1.3821, -3.4845, -2.9089], [-0.5017, -4.1956, -4.3196], [-1.8759, -3.0917, -4.5871], [1.7839, -2.4608, -4.6521], [2.4876, -1.6599, -4.9139], [1.6246, -3.0865, -5.5426], [2.2382, -3.0816, -3.8751], [-0.4477, -2.2930, -2.0711], [1.7308, 2.2976, -1.2779], [0.4862, 2.7475, -1.0559], [-0.6561, 2.9719, -2.0047], [-1.4202, 1.6902, -2.3307], [-0.8787, 0.8902, -3.5233], [0.2981, -0.0218, -3.0855], [1.7144, 0.5358, -3.1441], [2.1856, 0.9450, -1.7536], [1.3942, -2.8993, -1.3581], [2.5785, 2.9194, -0.9284], [0.2592, 3.1369, -0.0562], [-0.3393, 3.5162, -2.9064], [-1.3725, 3.6144, -1.4733], [-1.4373, 0.9949, -1.4662], [-2.4745, 1.9622, -2.5032], [-1.7303, 0.2015, -3.7260], [0.0637, -0.3912, -2.0221], [1.8313, 1.3838, -3.8349], [2.3897, -0.2515, -3.5190], [1.8574, 0.1697, -1.0333], [3.2863, 0.9445, -1.7379], [1.7748, -2.1964, -0.5993], [2.1855, -3.2444, -2.0345], [0.8358, -3.7486, -0.8963], [1.1894, 2.0777, 1.7621], [1.2296, 0.6334, 1.7634], [2.5215, -0.0062, 1.9296], [0.4138, -0.0553, 0.4831], [-0.6930, -0.6984, 0.8393], [-1.6977, -1.4293, -0.3532], [-0.9590, -0.6674, 2.2812], [-2.0388, -1.1446, 3.0486], [-2.1287, -0.7845, 4.3970], [-1.1537, 0.0341, 4.9967], [-0.0425, 0.4621, 4.2496], [0.0404, 0.0725, 2.9239], [-2.7879, -1.7791, 2.5761], [-2.9714, -1.1307, 5.0054], [-1.2525, 0.3459, 6.0347], [0.7391, 1.0869, 4.6745]],
  "spin_multiplicity": 4,
  "gap_ev": [5.2596, 4.7853],
  "mol_weight_g_mol": 522.553,
  "de_lowest_kcal_mol": 65.0
}